1.
ORCA calculation (ωB97M-V/def2-TZVPD) on one molecule with the formula C15H21NO2.

Last column: Löwdin charge in e.
Geometry (Å):
C 0.016 -2.922 0.755  -0.041
H -0.644 -3.235 -0.052  0.077
H 1.041 -2.936 0.392  0.081
H -0.074 -3.640 1.567  0.086
C -0.343 -1.520 1.248  -0.330
C -1.729 -1.487 1.840  -0.213
C -1.914 -1.160 3.177  -0.034
C -3.182 -1.125 3.731  -0.086
C -4.288 -1.417 2.953  -0.098
C -4.116 -1.744 1.618  -0.085
C -2.848 -1.778 1.068  -0.043
H -2.732 -2.036 0.025  0.109
H -4.975 -1.973 1.004  0.101
H -5.278 -1.390 3.382  0.099
H -3.306 -0.869 4.774  0.101
H -1.054 -0.930 3.790  0.112
H 0.380 -1.235 2.020  0.134
C -0.210 -0.498 0.110  -0.071
C 1.252 -0.266 -0.243  -0.505
O 2.143 -0.263 0.581  0.060
N 1.476 -0.069 -1.562  0.078
H 0.702 0.051 -2.197  0.142
C 2.764 0.311 -2.089  -0.118
H 3.511 0.104 -1.321  0.128
H 2.974 -0.284 -2.981  0.126
C 2.792 1.802 -2.461  -0.306
C 2.536 2.730 -1.256  -0.114
H 3.269 3.536 -1.240  0.114
C 1.136 3.286 -1.521  -0.148
H 0.376 2.635 -1.087  0.101
C 1.072 3.227 -3.046  -0.201
H 1.574 4.101 -3.485  0.123
O 1.753 2.044 -3.406  -0.111
H 0.059 3.162 -3.446  0.121
H 0.999 4.294 -1.138  0.111
H 2.598 2.185 -0.317  0.106
H 3.763 2.023 -2.928  0.146
H -0.622 0.459 0.443  0.133
H -0.766 -0.824 -0.770  0.116

Frontier orbital gap = 9.8676 eV
SMILES string = C[C@@H](CC(=O)NC[C@@H]1CCCO1)c1ccccc1
E_HOMO = -9.092 eV
LUMO = 0.8 eV
Energy relative to the best compared isomer or geometry (same formula, charge and spin) = 0.054 eV



2.
ORCA calculation (ωB97M-V/def2-TZVPD) on one molecule with the formula C3H6ClF at a distorted geometry.

Last column: Löwdin charge in e.
Geometry (Å):
C 1.236 -0.047 -0.271  -0.104
C -0.014 0.076 0.553  -0.768
C -1.272 0.070 -0.242  -0.224
H 1.459 0.608 -1.035  0.055
H 2.161 -0.061 0.287  0.079
H 1.131 -1.061 -0.634  0.088
H -0.177 -0.863 1.104  0.100
H -2.191 0.144 0.358  0.125
H -1.284 -1.017 -0.508  0.124
F -1.056 0.820 -1.438  -0.062
Cl 0.006 1.332 1.825  0.586

Frontier orbital gap = 11.6027 eV
SMILES string = C[C@@H](Cl)CF
E_HOMO = -10.756 eV
LUMO = 0.8 eV
Energy relative to the best compared isomer or geometry (same formula, charge and spin) = 0.643 eV



3.
ORCA calculation (ωB97M-V/def2-TZVPD) on one molecule with the formula C3H4INOS at a distorted geometry.

Last column: Löwdin charge in e.
Geometry (Å):
C -3.025 -0.696 -0.056  0.120
C -1.822 -0.641 -0.048  -0.354
C 1.885 0.006 -0.567  -0.173
N -0.568 -0.545 -0.296  -0.263
O 0.815 -0.330 2.126  -0.485
S 0.455 0.213 0.560  0.486
I 0.289 2.675 0.564  0.558
H -4.068 -0.559 -0.134  0.017
H 2.682 -0.081 0.092  0.044
H 1.641 -0.885 -1.048  0.041
H 1.717 0.842 -1.192  0.009

Frontier orbital gap (alpha / beta) = 7.0958 / 7.0953 eV
SMILES string = C#CN=[S@](C)(=O)I
E_HOMO (alpha / beta) = -9.016 / -9.015 eV
LUMO (alpha / beta) = -1.9 / -1.9 eV
Energy relative to the best compared isomer or geometry (same formula, charge and spin) = 5.178 eV



4.
ORCA calculation (ωB97M-V/def2-TZVPD) on C27H67O17P4Tl as an isolated structure at a distorted geometry.

Last column: Löwdin charge in e.
Geometry (Å):
Tl -3.530 -2.737 1.519  1.036
C 0.888 -1.109 -1.248  0.000
C -0.400 -0.938 -0.369  -0.477
C -1.232 0.313 -0.628  -0.032
O -1.184 -2.090 -0.220  -0.096
H 0.731 -1.433 -2.277  0.078
H 1.424 -1.946 -0.800  0.057
H 1.430 -0.165 -1.201  0.066
H 0.004 -0.684 0.611  0.133
H -1.680 0.391 -1.619  0.085
H -0.459 1.072 -0.752  0.077
H -2.034 0.514 0.082  0.061
C 3.568 -5.743 -3.790  -0.059
C 3.222 -5.824 -5.359  -0.190
O 1.826 -5.484 -5.182  -0.230
P 1.181 -4.350 -6.081  0.474
O 2.103 -3.831 -7.105  -0.224
O -0.153 -4.990 -6.689  -0.206
C -0.159 -6.059 -7.606  -0.262
C -1.383 -6.965 -7.327  -0.064
O 0.558 -3.331 -4.888  -0.207
C -0.632 -3.735 -4.133  -0.251
C -0.168 -4.525 -2.942  -0.082
H 4.642 -5.849 -3.637  0.061
H 3.402 -4.819 -3.236  0.065
H 3.070 -6.622 -3.382  0.071
H 3.812 -5.327 -6.129  0.110
H 3.356 -6.875 -5.613  0.107
H -0.281 -5.596 -8.585  0.124
H 0.670 -6.761 -7.520  0.119
H -2.263 -6.391 -7.038  0.075
H -1.593 -7.578 -8.204  0.076
H -1.090 -7.665 -6.545  0.071
H -1.120 -2.813 -3.817  0.107
H -1.343 -4.238 -4.789  0.107
H -0.936 -4.648 -2.179  0.072
H 0.224 -5.515 -3.175  0.072
H 0.681 -4.031 -2.468  0.066
C 0.226 6.595 2.340  -0.029
C 1.473 6.513 1.305  -0.221
O 2.590 5.726 1.752  -0.183
P 3.319 4.606 0.914  0.415
O 4.431 4.018 1.693  -0.216
O 2.175 3.676 0.339  -0.193
C 2.561 2.609 -0.515  -0.259
C 2.118 3.059 -1.944  -0.050
O 3.708 5.347 -0.502  -0.195
C 4.992 5.903 -0.628  -0.257
C 5.258 7.129 0.340  -0.056
H -0.634 7.063 1.862  0.072
H 0.112 5.546 2.615  0.048
H 0.485 7.086 3.278  0.070
H 1.293 6.253 0.262  0.106
H 1.765 7.546 1.117  0.108
H 3.581 2.225 -0.517  0.125
H 2.000 1.753 -0.140  0.085
H 2.491 4.038 -2.245  0.072
H 2.534 2.366 -2.676  0.074
H 1.035 2.990 -2.046  0.067
H 5.789 5.171 -0.498  0.110
H 5.184 6.186 -1.663  0.113
H 4.948 8.124 0.020  0.067
H 4.801 6.932 1.309  0.055
H 6.269 7.394 0.649  0.072
C -5.149 2.924 -2.267  -0.063
C -4.801 1.873 -1.224  -0.313
O -4.532 2.533 -0.022  -0.152
P -4.865 1.740 1.363  0.503
O -4.739 0.283 1.309  -0.325
O -3.824 2.449 2.366  -0.186
C -2.455 2.695 2.111  -0.279
C -1.751 1.989 3.173  -0.068
O -6.301 2.315 1.933  -0.158
C -6.891 1.589 2.989  -0.273
C -7.036 2.428 4.319  -0.060
H -4.336 3.619 -2.477  0.081
H -5.521 2.617 -3.245  0.080
H -6.042 3.458 -1.942  0.082
H -5.505 1.047 -1.327  0.123
H -3.914 1.307 -1.506  0.095
H -2.097 2.390 1.128  0.105
H -2.478 3.774 2.265  0.133
H -1.516 0.985 2.820  0.067
H -0.862 2.549 3.463  0.083
H -2.392 1.862 4.046  0.097
H -7.926 1.293 2.819  0.114
H -6.317 0.695 3.233  0.099
H -7.810 2.037 4.980  0.072
H -6.073 2.482 4.827  0.065
H -7.382 3.458 4.230  0.074
C 2.998 -2.895 1.331  -0.097
C 1.952 -3.901 1.682  -0.253
O 1.545 -3.635 3.012  -0.184
P 0.706 -2.293 3.502  0.574
O -0.667 -2.121 2.896  -0.345
O 0.823 -2.526 5.097  -0.154
C -0.391 -2.332 5.760  -0.324
C -0.194 -2.559 7.242  -0.058
O 1.733 -1.052 3.198  -0.183
C 1.433 0.243 3.551  -0.291
C 2.372 1.491 3.369  -0.037
H 3.730 -2.762 2.128  0.090
H 3.666 -3.231 0.538  0.088
H 2.617 -1.885 1.179  0.058
H 1.146 -3.651 0.992  0.104
H 2.307 -4.929 1.758  0.135
H -0.785 -1.329 5.596  0.116
H -1.073 -3.086 5.368  0.115
H -1.198 -2.613 7.663  0.080
H 0.261 -3.522 7.471  0.088
H 0.292 -1.723 7.743  0.084
H 0.675 0.636 2.874  0.077
H 1.112 0.324 4.590  0.122
H 2.821 1.647 2.388  0.055
H 1.787 2.399 3.519  0.075
H 3.191 1.435 4.086  0.081

Net charge = +1
Frontier orbital gap (alpha / beta) = 8.6004 / 7.2812 eV
Multiplicity = 2
E_HOMO (alpha / beta) = -12.050 / -12.050 eV
LUMO (alpha / beta) = -3.4 / -4.8 eV



5.
ORCA calculation (ωB97M-V/def2-TZVPD) on C3H5O2P as an isolated structure at a distorted geometry.

Last column: Löwdin charge in e.
Geometry (Å):
C 1.890 0.523 -0.779  -0.342
C -0.221 -0.501 0.395  -0.060
C 1.109 0.340 0.267  -0.121
O 3.116 0.978 -0.712  -0.338
O 3.581 -1.040 0.572  -0.449
P 4.211 0.237 0.102  0.850
H 1.580 0.034 -1.679  0.123
H -0.061 -1.443 0.840  0.063
H -0.663 -0.462 -0.521  0.035
H -0.822 0.062 1.049  0.048
H 1.500 0.855 1.453  0.190

Frontier orbital gap = 9.4066 eV
E_HOMO = -9.526 eV
LUMO = -0.1 eV
Energy relative to the best compared isomer or geometry (same formula, charge and spin) = 1.398 eV



6.
ORCA calculation (ωB97M-V/def2-TZVPD) on C30H38BCsN4O4Si as an isolated structure.

Last column: Löwdin charge in e.
Geometry (Å):
Cs -0.228 0.351 0.029  0.833
C 1.597 -2.592 1.833  -0.085
O 0.723 -1.669 2.474  -0.144
C 0.244 -1.993 3.695  -0.230
C 0.544 -3.184 4.348  -0.035
C 0.020 -3.444 5.611  -0.117
C -0.810 -2.525 6.227  -0.122
C -1.117 -1.338 5.573  -0.039
C -0.595 -1.049 4.319  -0.173
N -0.938 0.116 3.585  0.075
N -1.298 1.061 4.331  0.056
C -1.780 2.225 3.768  -0.152
C -2.207 2.342 2.402  -0.410
O -2.165 1.424 1.554  -0.299
C -2.757 3.641 2.013  -0.006
C -2.886 4.667 2.876  -0.052
C -2.496 4.543 4.251  -0.192
C -2.654 5.611 5.150  -0.072
C -2.288 5.495 6.470  -0.131
C -1.741 4.279 6.913  -0.119
C -1.570 3.224 6.052  -0.043
C -1.948 3.315 4.689  -0.116
H 2.461 -2.810 2.469  0.093
H 1.948 -2.096 0.926  0.017
H 1.071 -3.518 1.587  0.098
H 1.181 -3.915 3.872  0.094
H 0.260 -4.381 6.100  0.089
H -1.232 -2.733 7.203  0.087
H -1.782 -0.609 6.016  0.098
H -3.057 3.725 0.975  0.109
H -3.295 5.617 2.544  0.102
H -3.076 6.539 4.777  0.099
H -2.414 6.324 7.155  0.081
H -1.442 4.171 7.950  0.087
H -1.138 2.297 6.401  0.093
N 1.715 -3.436 -1.689  -0.001
C 1.699 -3.541 -3.151  -0.300
C 0.295 -3.287 -3.679  -0.222
C -0.694 -4.393 -3.323  -0.227
C -2.136 -4.040 -3.666  -0.321
N -2.687 -3.101 -2.691  -0.002
H 1.543 -2.453 -1.460  0.003
H 2.667 -3.564 -1.359  0.058
H 2.018 -4.553 -3.434  0.100
H 2.395 -2.835 -3.624  0.100
H 0.326 -3.166 -4.768  0.108
H -0.056 -2.326 -3.286  0.077
H -0.632 -4.605 -2.253  0.102
H -0.404 -5.311 -3.850  0.101
H -2.748 -4.949 -3.645  0.093
H -2.168 -3.657 -4.699  0.095
H -3.616 -2.811 -2.977  0.054
H -2.143 -2.235 -2.686  -0.016
C -3.324 1.550 -3.610  -0.329
Si -1.686 0.505 -3.593  0.417
C -1.868 -0.299 -5.354  -0.324
C -0.454 1.926 -4.068  -0.323
H -3.410 2.154 -4.526  -0.003
H -3.372 2.229 -2.752  -0.011
H -4.205 0.902 -3.551  -0.012
H -2.094 0.460 -6.117  -0.004
H -2.673 -1.042 -5.371  -0.015
H -0.950 -0.815 -5.654  -0.011
H -0.791 2.467 -4.965  -0.002
H 0.553 1.543 -4.261  -0.005
H -0.366 2.658 -3.256  -0.008
O 3.315 1.070 -0.871  0.012
B 3.048 -0.363 -0.976  -0.359
O 3.992 -0.807 -1.993  0.028
C 4.712 0.256 -2.422  -0.259
C 5.711 0.306 -3.370  -0.017
C 6.299 1.549 -3.626  -0.131
C 5.887 2.688 -2.946  -0.128
C 4.873 2.628 -1.985  -0.012
C 4.300 1.398 -1.740  -0.259
H 6.018 -0.588 -3.898  0.106
H 7.083 1.625 -4.370  0.082
H 6.354 3.640 -3.167  0.083
H 4.539 3.510 -1.454  0.109

Net charge = -2
Frontier orbital gap = 4.7360 eV
E_HOMO = -0.751 eV
LUMO = 4.0 eV
Energy relative to the best compared isomer or geometry (same formula, charge and spin) = 0.356 eV